1.
C22H27Cl2INO2PdSi | the ωB97M-V functional and the def2-TZVPD basis

LUMO energy (alpha / beta)   0.8 / 0.8 eV
HOMO-LUMO gap (alpha / beta)   5.52 / 5.52 eV
Relative energy (zero: lowest compared OMol25 entry of this formula, charge and spin)   14.733 eV
Total charge   -1
HOMO (alpha / beta)   -4.75 / -4.75 eV

Each line ends with the Mulliken charge.
Cartesian coordinates (Å):
I -1.195 3.328 -0.228  -0.599
Pd 0.760 -2.109 0.258  -0.686
Cl 0.801 -1.532 3.124  0.395
Cl -0.667 -3.779 2.177  -0.099
Si 1.332 0.536 -0.513  -0.109
O 4.630 -2.976 3.513  -0.679
O 3.023 -3.603 2.027  -0.613
N -2.214 -1.079 -1.984  0.249
C -1.398 0.061 -1.612  -0.849
C -2.563 -2.031 -0.950  -0.535
C 2.090 2.546 -2.401  -0.224
C 0.106 -0.230 -1.752  -0.412
C -4.549 -0.421 -2.525  -0.616
C 3.055 2.755 -0.219  -0.462
C 3.583 4.365 -1.920  -0.419
C 3.527 -2.942 2.978  0.165
C 0.649 0.771 1.252  2.043
C -4.086 -2.125 -0.738  -0.821
C 2.768 3.683 -2.812  -0.593
C 0.826 1.814 2.244  -0.408
C 1.107 -0.647 4.472  -0.879
C -4.717 -0.769 -1.041  -0.637
C -3.189 -0.944 -3.038  -0.961
C 0.890 1.749 3.592  -0.448
C -0.319 -2.751 3.543  -0.508
C 2.212 2.070 -1.096  0.792
C 3.730 3.897 -0.622  -0.705
C 2.395 -0.999 -0.224  -1.067
C 0.527 -0.503 1.608  -0.789
C 0.988 0.684 4.580  -0.163
H -1.671 0.924 -2.217  0.482
H 4.364 4.425 0.079  0.369
H 0.458 -0.051 -2.775  0.441
H 0.856 2.806 1.806  0.331
H 0.200 -1.336 -1.696  0.335
H 2.644 4.049 -3.824  0.369
H -1.612 0.368 -0.583  0.342
H -5.358 -0.867 -3.113  0.368
H 1.429 2.048 -3.100  0.188
H -5.772 -0.756 -0.762  0.435
H -2.788 -0.282 -3.806  0.417
H -4.516 -2.892 -1.390  0.355
H 3.116 -1.003 0.588  0.293
H 2.775 -2.184 3.325  0.357
H 1.203 -2.556 1.641  0.502
H 3.188 2.400 0.798  0.405
H -4.220 -0.009 -0.431  0.231
H -4.291 -2.433 0.289  0.422
H -4.616 0.661 -2.655  0.309
H -2.103 -1.699 -0.012  0.251
H -2.160 -3.034 -1.167  0.112
H -3.326 -1.922 -3.514  0.396
H 4.101 5.262 -2.235  0.357
H -0.769 -2.934 4.499  0.478
H 0.966 2.732 4.048  0.298
H 1.087 1.061 5.593  0.335
H 2.716 -1.598 -1.081  0.461


2.
C22H27N2O | the ωB97M-V functional and the def2-TZVPD basis

LUMO energy   -4.5 eV
HOMO-LUMO gap   7.04 eV
Relative energy (zero: lowest compared OMol25 entry of this formula, charge and spin)   0.107 eV
Total charge   +1
HOMO   -11.51 eV

Each line ends with the Mulliken charge.
Cartesian coordinates (Å):
O -2.756 -2.611 0.183  -0.424
N -0.644 -1.689 -1.476  -0.032
N 3.085 0.947 1.151  0.229
C 0.945 4.425 0.597  -0.877
C 1.161 2.018 0.605  0.642
C -3.941 1.133 0.461  -0.975
C -1.628 1.563 1.954  -0.433
C -1.702 -2.564 -2.009  0.006
C 0.592 -1.819 -2.269  -0.375
C -1.019 -3.526 -2.991  -0.734
C 0.382 3.152 0.408  -0.251
C 2.525 2.206 0.932  0.304
C 2.295 4.580 0.943  -0.711
C -3.954 2.071 1.497  -0.429
C 0.363 -2.930 -3.306  -0.547
C 2.152 -0.028 0.979  0.363
C 0.900 0.572 0.670  1.590
C -2.790 0.395 0.194  0.096
C -0.342 -0.074 0.571  -1.554
C -1.575 0.621 0.888  1.211
C 4.474 0.715 1.506  -0.887
C -2.533 -3.352 -1.002  -0.905
C 3.112 3.455 1.116  -0.984
C 2.469 -1.443 1.212  -1.809
C -2.791 2.270 2.250  -0.765
H 4.155 3.530 1.409  0.247
H -0.378 -1.160 0.496  0.358
H 1.146 -3.693 -3.268  0.357
H -2.787 2.990 3.075  0.427
H 0.846 -0.862 -2.763  0.317
H -1.634 -3.648 -3.888  0.350
H -0.659 3.037 0.102  0.607
H 3.057 -1.586 2.134  0.505
H 4.548 0.195 2.469  0.328
H 0.324 5.311 0.467  0.409
H 1.432 -2.053 -1.597  -0.088
H -3.363 -3.123 0.753  0.292
H 0.365 -2.474 -4.302  0.239
H -2.054 -4.309 -0.745  0.462
H -0.902 -4.509 -2.521  0.303
H 4.983 0.113 0.741  0.309
H 1.529 -2.002 1.292  0.332
H -2.811 -0.388 -0.558  0.237
H -3.501 -3.548 -1.495  0.283
H -4.854 2.642 1.709  0.413
H -4.836 0.959 -0.137  0.423
H -0.736 1.723 2.562  0.479
H 2.708 5.575 1.093  0.409
H 4.974 1.683 1.582  0.334
H 3.040 -1.871 0.371  0.373
H -0.940 -0.707 -1.502  0.268
H -2.430 -1.914 -2.541  0.279


3.
C22H27N2OS | the ωB97M-V functional and the def2-TZVPD basis

LUMO energy   -3.9 eV
HOMO-LUMO gap   5.13 eV
Total charge   +1
HOMO   -9.04 eV

Each line ends with the Mulliken charge.
Cartesian coordinates (Å):
S -0.819 0.134 3.238  -0.230
O 0.521 -0.120 0.646  -0.514
N 2.998 0.761 -1.394  0.270
N -2.856 0.648 1.767  0.133
C -1.289 1.416 -1.750  0.455
C 3.586 -1.568 -1.833  -0.415
C -4.833 0.461 3.274  -1.730
C -1.496 0.466 1.647  0.448
C 5.340 0.091 -1.475  -0.376
C 0.721 -1.534 0.867  -0.798
C -2.567 0.192 -3.397  -0.520
C 6.311 -0.893 -1.649  -0.726
C -2.054 -0.851 -1.274  0.059
C 1.694 0.543 -1.215  -0.232
C 3.431 2.166 -1.487  -1.303
C -3.690 1.141 0.687  -1.067
C 4.571 -2.552 -1.987  -0.755
C -2.392 0.094 3.932  1.319
C -1.885 1.346 -3.005  -1.036
C 5.927 -2.222 -1.874  -0.503
C -0.769 0.303 0.461  -1.051
C -3.362 0.387 3.023  -0.001
C -2.663 -0.898 -2.530  -0.759
C 3.974 -0.244 -1.567  1.061
C -1.364 0.312 -0.880  0.562
C -2.561 -0.236 5.367  -1.346
H 7.364 -0.619 -1.603  0.390
H -3.205 -1.798 -2.820  0.419
H -1.986 0.444 6.003  0.313
H 1.245 -0.372 -1.602  0.339
H 2.528 -1.813 -1.934  0.381
H -4.014 0.336 0.008  0.298
H 5.643 1.119 -1.265  0.442
H -3.170 1.917 0.106  0.329
H 0.386 -2.094 -0.022  0.301
H -2.237 -1.261 5.575  0.287
H 3.806 2.521 -0.525  0.424
H -0.784 2.317 -1.394  0.509
H -3.607 -0.156 5.653  0.348
H 0.158 -1.844 1.763  0.414
H 6.679 -3.003 -1.956  0.390
H 2.589 2.785 -1.803  0.402
H -5.436 -0.101 2.540  0.355
H 4.264 -3.576 -2.205  0.380
H -4.593 1.592 1.120  0.480
H -2.127 -1.679 -0.566  0.448
H -3.041 0.147 -4.381  0.408
H -5.041 0.032 4.264  0.376
H 4.218 2.279 -2.233  0.477
H -1.811 2.201 -3.680  0.422
H 1.115 1.429 -0.941  0.162
H 1.799 -1.643 1.011  0.236
H -5.215 1.499 3.297  0.329


4.
C22H27N3O2 | the ωB97M-V functional and the def2-TZVPD basis

LUMO energy   0.7 eV
HOMO-LUMO gap   9.16 eV
Relative energy (zero: lowest compared OMol25 entry of this formula, charge and spin)   26.389 eV
Total charge   0
HOMO   -8.50 eV

Each line ends with the Mulliken charge.
Cartesian coordinates (Å):
O 2.798 -0.204 1.084  -0.123
O 0.990 -3.991 -0.982  -0.418
N 2.790 0.741 0.468  -0.877
N 0.166 -2.331 1.894  0.263
N 0.789 0.375 0.809  0.152
C -2.392 -2.776 2.717  -1.847
C -1.210 5.226 0.370  -0.312
C 0.238 4.419 -1.030  -0.199
C 1.188 -3.447 0.149  -0.717
C 1.284 0.889 -3.053  -1.891
C -1.234 -1.662 2.445  0.864
C -0.468 3.044 0.512  0.692
C -0.438 5.470 -0.769  -0.956
C 0.396 1.211 -1.993  -0.211
C -0.625 0.685 -1.717  1.476
C 1.217 -3.268 -2.158  -0.857
C -1.393 4.172 1.223  -1.427
C 1.234 2.126 -0.817  -0.650
C 0.071 -2.693 0.500  0.117
C 0.473 0.186 -3.988  -0.393
C -0.613 -0.455 -3.852  -0.954
C -1.083 -0.482 3.356  -1.776
C 1.634 1.104 0.349  0.411
C -1.286 -0.068 -2.807  -0.359
C 0.304 3.285 -0.410  0.635
C 1.061 -1.614 2.401  -1.400
C 1.489 -0.490 1.554  0.449
H 2.046 -2.586 -2.188  0.356
H -0.514 2.227 1.447  -0.378
H 2.068 -2.860 0.189  0.674
H -0.535 0.196 3.048  0.312
H 2.012 -2.313 2.437  0.413
H -1.993 -3.054 3.450  0.833
H -0.504 6.397 -1.264  0.515
H -0.845 -3.344 0.468  0.269
H -1.544 1.001 -0.691  -0.005
H -1.969 6.063 0.551  0.151
H -0.875 -1.129 4.328  0.317
H 2.091 1.211 -3.321  1.035
H 1.217 -4.309 0.737  0.159
H -1.149 -1.044 -4.425  0.707
H -0.104 -1.718 -0.063  -0.243
H -2.364 -3.299 1.694  0.293
H -1.943 3.951 1.889  0.830
H 1.230 -0.268 -4.822  0.144
H -1.790 -1.020 1.449  0.091
H 0.394 -2.583 -2.324  0.213
H 0.835 4.456 -2.031  0.123
H -3.237 -2.171 2.729  0.395
H -2.019 -0.261 3.718  0.542
H -2.195 -0.494 -2.370  0.317
H 1.027 -3.808 -3.025  0.445
H 1.322 -1.214 3.501  0.418
H 1.956 2.522 -1.368  1.381


5.
C22H27N3O3S | the ωB97M-V functional and the def2-TZVPD basis

LUMO energy   0.5 eV
HOMO-LUMO gap   8.54 eV
Relative energy (zero: lowest compared OMol25 entry of this formula, charge and spin)   0.603 eV
Total charge   0
HOMO   -8.06 eV

Each line ends with the Mulliken charge.
Cartesian coordinates (Å):
S 1.660 0.654 3.254  -0.058
O 2.371 -0.282 -3.512  -0.685
O -0.211 -2.022 -1.929  -0.663
O -2.206 1.985 -2.773  -0.678
N 2.553 1.700 0.251  0.369
N -2.812 0.223 -1.429  0.004
N -0.945 0.050 -2.586  0.305
C 3.170 0.725 2.403  0.631
C 0.846 2.041 -1.123  -0.368
C 2.728 0.843 -0.787  -0.085
C -2.033 0.888 -2.306  0.225
C -1.998 -1.188 0.440  0.402
C -0.951 -0.171 0.886  -1.918
C 1.408 2.440 0.053  0.421
C -1.006 -1.119 -1.888  -1.102
C 3.856 -0.116 -0.860  -1.909
C 1.493 0.319 -2.928  0.489
C 3.989 -0.295 2.777  -0.449
C -4.513 -1.632 0.549  -0.746
C 2.160 -0.756 4.099  -0.488
C 3.412 -1.142 3.751  -0.590
C 0.946 3.480 1.010  -1.920
C 0.087 0.395 -3.533  -0.952
C -4.087 -2.768 -0.373  -0.671
C -2.298 -1.076 -1.066  2.292
C 1.674 1.022 -1.675  1.155
C 3.429 1.799 1.394  -1.460
C -3.291 -1.030 1.254  -1.020
C -3.223 -2.229 -1.515  -1.231
H -0.120 1.415 -3.871  0.444
H 3.286 2.783 1.850  0.456
H 1.667 4.296 1.090  0.410
H -0.818 -0.227 1.963  0.580
H -3.145 -1.520 2.218  0.475
H 0.787 3.060 2.003  0.319
H -3.531 -3.508 0.204  0.416
H 4.978 -0.437 2.380  0.478
H -0.036 2.459 -1.564  0.716
H 1.492 -1.209 4.804  0.454
H -1.255 0.842 0.631  0.258
H 3.910 -2.000 4.165  0.404
H 0.006 -0.371 0.410  0.328
H -5.225 -1.997 1.291  0.472
H -3.465 0.029 1.455  0.257
H -3.857 -1.857 -2.322  0.344
H -1.588 -2.190 0.591  0.377
H 3.859 -0.780 0.005  0.338
H 0.053 -0.289 -4.388  0.328
H 0.007 3.893 0.654  0.437
H -4.963 -3.266 -0.791  0.464
H -2.603 -3.032 -1.916  0.265
H -3.653 0.617 -1.049  0.238
H 4.467 1.720 1.057  0.380
H -5.028 -0.873 -0.045  0.276
H 3.754 -0.706 -1.766  0.430
H 4.812 0.408 -0.895  0.353


6.
C22H27N3O5S | the ωB97M-V functional and the def2-TZVPD basis

LUMO energy   0.5 eV
HOMO-LUMO gap   8.52 eV
Relative energy (zero: lowest compared OMol25 entry of this formula, charge and spin)   3.146 eV
Total charge   0
HOMO   -7.98 eV

Each line ends with the Mulliken charge.
Cartesian coordinates (Å):
S -4.098 0.391 1.410  1.272
O 0.323 -3.816 0.944  -0.669
O -1.700 1.595 -0.597  -0.345
O -5.493 0.178 1.188  -0.690
O -4.770 -0.737 -1.275  -0.258
O -3.598 0.305 2.752  -0.740
N -3.768 1.949 0.896  0.038
N 1.043 -1.691 1.177  0.305
N 3.467 -0.441 0.463  0.342
C 2.226 -0.064 -0.177  -1.229
C -1.155 -2.104 0.245  0.090
C -3.610 -1.249 -0.809  0.531
C 5.828 -0.496 -0.170  -0.332
C -4.058 2.234 -0.485  -0.772
C 1.051 -0.304 0.779  0.150
C -3.141 -0.764 0.414  0.326
C 5.864 2.266 -0.221  -0.667
C 2.297 -2.112 1.764  -1.330
C -1.443 2.566 0.394  -0.151
C -2.594 2.599 1.422  -0.894
C 4.694 1.598 0.077  -0.280
C -1.939 -1.186 0.935  0.157
C 6.999 0.181 -0.458  -0.713
C 3.468 -1.844 0.813  -0.708
C 4.650 0.201 0.105  0.565
C -2.845 -2.208 -1.474  -0.708
C 0.132 -2.621 0.805  0.216
C -2.822 1.951 -1.376  -0.443
C 7.027 1.563 -0.489  -0.479
C -1.638 -2.628 -0.947  -1.172
C -5.386 -1.342 -2.391  -1.057
H 2.064 -0.670 -1.085  0.145
H 0.118 -0.040 0.282  -0.033
H -1.056 -3.374 -1.467  0.470
H 7.896 -0.383 -0.670  0.368
H 5.870 3.346 -0.233  0.358
H 1.182 0.315 1.674  -0.060
H 7.942 2.088 -0.718  0.377
H 3.368 -2.488 -0.075  0.307
H -2.578 2.838 -1.982  0.485
H -4.901 1.601 -0.758  0.398
H 3.807 2.168 0.311  0.411
H -0.498 2.285 0.861  0.135
H -1.323 3.550 -0.084  0.428
H 2.222 -3.178 1.983  0.495
H 4.395 -2.089 1.331  0.593
H -4.798 -1.195 -3.304  0.390
H -3.186 -2.629 -2.406  0.473
H -2.338 2.063 2.336  0.420
H -5.550 -2.410 -2.228  0.382
H -2.992 1.106 -2.044  0.212
H 2.450 -1.553 2.692  0.302
H 5.836 -1.575 -0.177  0.380
H 2.255 0.984 -0.470  0.578
H -4.357 3.285 -0.564  0.358
H -6.347 -0.842 -2.496  0.249
H -2.849 3.633 1.681  0.341
H -1.646 -0.806 1.901  0.682


7.
C22H27N3O7S | the ωB97M-V functional and the def2-TZVPD basis

LUMO energy   0.5 eV
HOMO-LUMO gap   9.09 eV
Relative energy (zero: lowest compared OMol25 entry of this formula, charge and spin)   1.985 eV
Total charge   0
HOMO   -8.57 eV

Each line ends with the Mulliken charge.
Cartesian coordinates (Å):
S 7.918 0.228 -0.285  1.270
O -2.121 -1.408 -1.562  -0.155
O 8.104 0.296 -1.705  -0.662
O 7.985 -1.042 0.378  -0.667
O -2.974 -2.128 1.043  -0.447
O 0.933 2.587 -0.690  -0.681
O -7.814 -1.620 -0.915  -0.381
O -3.778 -3.633 -2.107  -0.708
N -5.035 -2.084 -1.074  0.226
N 9.053 1.246 0.438  -0.522
N 1.724 2.148 1.378  -0.009
C -0.623 0.512 1.808  -0.677
C -1.646 -1.112 -2.854  -1.103
C -5.600 -1.429 0.084  -0.479
C 2.972 3.854 2.604  -1.519
C -0.634 0.232 -0.575  -0.518
C -1.581 -0.776 -0.487  0.979
C -7.060 -1.879 0.245  -0.737
C 6.409 1.057 0.165  0.409
C 0.875 1.941 0.339  0.220
C 5.907 2.045 -0.657  -0.752
C 4.623 1.376 1.709  -0.158
C -1.563 -0.495 1.910  -0.784
C -2.039 -1.164 0.788  0.326
C -3.190 -3.206 0.154  -0.945
C 4.748 2.707 -0.285  -0.566
C -7.264 -2.281 -2.033  -0.634
C 4.101 2.383 0.902  0.752
C -0.136 0.870 0.558  -0.100
C -5.817 -1.845 -2.273  -0.738
C 5.780 0.712 1.343  -1.068
C -4.024 -2.975 -1.113  1.076
C 2.820 3.093 1.289  -0.458
H -3.710 -3.959 0.759  0.307
H 2.543 3.787 0.488  0.541
H 4.125 1.104 2.628  0.306
H 4.334 3.472 -0.924  0.386
H -1.955 -0.791 2.870  0.446
H -2.240 -3.635 -0.182  0.397
H -1.866 -0.077 -3.134  0.389
H -7.894 -2.017 -2.884  0.359
H 9.596 0.760 1.133  0.268
H -0.571 -1.293 -2.936  0.398
H -2.183 -1.796 -3.509  0.284
H 3.771 4.585 2.517  0.388
H 2.046 4.373 2.842  0.438
H -7.295 -3.370 -1.879  0.327
H -5.575 -0.344 -0.079  0.185
H 3.212 3.176 3.420  0.306
H 6.199 -0.079 1.944  0.432
H -0.264 0.563 -1.532  0.576
H 1.734 1.495 2.144  0.332
H 9.646 1.685 -0.248  0.267
H 6.419 2.268 -1.579  0.438
H -5.372 -2.415 -3.089  0.431
H -5.039 -1.667 0.983  0.457
H -5.788 -0.775 -2.504  0.333
H -7.542 -1.328 1.054  0.351
H -7.083 -2.957 0.473  0.352
H -0.301 1.023 2.702  0.515


8.
C22H27N4O4S | the ωB97M-V functional and the def2-TZVPD basis

LUMO energy   -2.8 eV
HOMO-LUMO gap   7.92 eV
Relative energy (zero: lowest compared OMol25 entry of this formula, charge and spin)   0.096 eV
Total charge   +1
HOMO   -10.67 eV

Each line ends with the Mulliken charge.
Cartesian coordinates (Å):
S -2.173 2.296 0.814  -0.403
O -1.736 -2.547 0.259  -0.356
O 0.291 -4.218 -2.342  -0.634
O 1.766 -3.606 -0.905  -0.643
O 2.598 1.709 -0.595  -0.743
N 3.182 2.632 1.787  0.684
N -0.879 0.087 0.396  -0.105
N 0.518 1.951 0.238  0.369
N 0.928 -3.380 -1.747  1.196
C -2.118 -3.919 0.242  -0.668
C 1.770 2.843 2.191  -0.854
C 3.482 0.200 2.193  -1.171
C 0.000 0.640 -2.525  -0.133
C -3.056 0.793 0.839  1.088
C 5.107 3.805 0.749  -1.163
C -4.011 -1.788 0.754  -0.682
C 0.883 0.313 -1.499  -0.026
C -4.403 0.588 1.070  -0.809
C 1.418 1.366 -0.603  0.367
C -4.856 -0.717 1.024  -0.787
C -2.752 -4.340 -1.079  -0.859
C 0.647 -1.994 -2.055  -0.477
C 0.885 3.151 0.979  -1.273
C -0.716 1.353 0.466  0.545
C 3.943 3.905 1.722  -0.468
C -2.653 -1.601 0.524  0.455
C -0.541 -0.355 -3.322  -0.885
C -2.175 -0.276 0.580  -0.409
C -0.239 -1.682 -3.077  -0.331
C 3.861 1.608 2.621  -0.531
C 1.238 -1.009 -1.281  -0.118
H 3.266 4.691 1.383  0.398
H 4.010 -0.519 2.813  0.524
H 4.758 3.499 -0.234  0.275
H 1.397 1.938 2.675  0.492
H 5.863 3.100 1.083  0.335
H -5.902 -0.914 1.197  0.414
H -0.265 1.673 -2.698  0.534
H -3.591 -3.698 -1.334  0.315
H 5.582 4.777 0.655  0.420
H 2.417 0.006 2.297  0.253
H 1.917 -1.292 -0.492  0.609
H -5.069 1.410 1.272  0.427
H 1.722 3.660 2.913  0.375
H -4.437 -2.778 0.724  0.413
H 3.127 2.256 0.780  0.088
H -1.182 -4.462 0.394  0.409
H -0.038 3.627 1.312  0.545
H -2.781 -4.133 1.087  0.472
H 4.289 4.160 2.726  0.349
H -3.103 -5.364 -0.996  0.407
H 3.771 0.028 1.159  0.299
H 4.937 1.734 2.503  0.460
H 1.398 3.832 0.293  0.605
H -2.018 -4.294 -1.879  0.144
H -1.218 -0.094 -4.120  0.429
H -0.677 -2.477 -3.662  0.497
H 3.607 1.787 3.669  0.340


Q: The lowest total charge belongs to which entry?
A: C22H27Cl2INO2PdSi